Record 1
The following is a quantum chemistry calculation of a cluster of 2 separate species, C5H9BrO in total, from OMol25.

2S+1: 3
E: -77412.4992 eV
⟨S²⟩: 2.01
relative energy (zero: lowest compared OMol25 entry of this formula, charge and spin): 3.3301 eV
HOMO energy (spin up / spin down): -4.74 / -10.38 eV
max |F|: 6.7 eV/Å
total charge: 0
LUMO level (spin up / spin down): 0.8 / -2.0 eV

XYZ file:
```
16
Properties=species:S:1:pos:R:3:forces:R:3:lowdin_charge:R:1
C -1.161 -0.314 -0.545 3.07 -2.04 1.25 -0.247
C -0.203 0.641 -0.017 -3.93 1.79 -2.24 -0.387
C -0.947 -1.867 -0.376 0.50 2.57 2.22 -0.007
C 0.271 2.055 -0.335 -1.09 -4.67 -2.95 -0.007
C 1.380 -0.105 1.066 3.62 -2.86 4.88 -0.550
O -1.350 0.330 0.701 0.42 1.07 1.29 0.036
Br 2.712 -0.594 -0.217 -0.58 0.63 0.67 0.629
H -1.739 0.132 -1.262 -2.03 0.05 -2.11 0.111
H -1.851 -2.267 -0.660 -2.39 -1.39 0.30 0.039
H -0.525 -2.169 0.652 -1.37 0.77 -1.37 0.107
H -0.304 -2.344 -1.011 2.14 -0.49 -2.13 0.030
H 0.621 2.440 0.510 1.90 2.14 3.13 0.033
H -0.426 2.622 -0.850 -2.10 1.41 -0.34 0.062
H 0.935 1.838 -1.150 1.39 0.35 0.14 0.075
H 1.036 -1.052 1.590 0.12 1.17 -1.05 0.018
H 1.551 0.653 1.902 0.33 -0.51 -1.69 0.058
```
Forces are in eV/Å.

Record 2
The following is a quantum chemistry calculation of a structure of composition C26H50GdOP2Si, from OMol25.

2S+1: 8
E: -77099.8485 eV
⟨S²⟩: 16.25
relative energy (zero: lowest compared OMol25 entry of this formula, charge and spin): 6.9863 eV
HOMO energy (spin up / spin down): -7.55 / -7.60 eV
max |F|: 3.1 eV/Å
total charge: +1
LUMO level (spin up / spin down): -2.7 / -2.8 eV

XYZ file:
```
81
Properties=species:S:1:pos:R:3:forces:R:3:lowdin_charge:R:1
Gd -0.944 1.468 -0.694 -0.50 0.74 0.16 1.344
C -0.139 -0.484 0.917 -1.22 0.04 0.99 -0.323
C -0.308 0.723 1.674 -0.83 -0.64 0.20 -0.370
C -2.395 0.008 1.004 1.04 -0.58 0.48 -0.323
C -1.443 -0.958 0.571 0.32 1.05 1.11 -0.281
C -1.704 1.042 1.706 0.70 -1.24 0.44 -0.375
C 1.069 -1.356 0.940 0.54 -0.08 -0.36 -0.039
H 1.977 -0.806 0.658 -0.08 -0.19 0.13 0.040
H 0.965 -2.178 0.223 0.10 0.15 0.14 0.082
H 1.242 -1.796 1.935 -0.05 0.10 -0.19 0.099
C -1.768 -2.349 0.173 0.10 -0.50 -0.66 -0.026
H -1.028 -3.070 0.561 -0.28 0.31 -0.09 0.089
H -1.781 -2.461 -0.916 -0.05 -0.15 0.15 0.035
H -2.754 -2.656 0.544 0.22 0.10 -0.07 0.083
C -3.863 -0.175 0.910 -0.58 0.27 -0.27 -0.030
H -4.172 -1.205 1.133 0.12 0.23 -0.03 0.083
H -4.220 0.056 -0.103 -0.14 -0.09 0.14 0.081
H -4.390 0.490 1.602 0.01 -0.13 -0.12 0.072
C -2.335 2.130 2.504 -0.25 0.24 -0.11 -0.042
H -3.329 1.830 2.876 0.41 0.18 -0.14 0.082
H -2.465 3.028 1.887 -0.16 0.21 0.28 0.069
H -1.716 2.399 3.367 -0.11 0.02 -0.13 0.076
C 0.754 1.408 2.461 0.40 0.25 0.10 -0.048
H 0.397 1.690 3.461 0.09 -0.06 -0.20 0.083
H 1.099 2.338 1.983 0.10 0.05 0.20 0.051
H 1.633 0.761 2.599 -0.24 0.17 -0.05 0.080
C 3.625 -0.003 -2.197 0.24 -0.22 0.52 -0.071
C 3.957 -0.120 -0.898 -0.19 -0.70 -0.69 -0.103
C 4.033 0.985 0.106 -0.16 0.14 0.40 -0.185
C 4.681 2.298 -0.349 0.89 0.34 0.44 -0.160
C 3.684 3.353 -0.869 -0.76 -0.82 -0.19 -0.378
C 2.186 2.935 -0.899 0.57 -0.20 0.03 -0.411
C 1.769 1.673 -1.744 0.20 0.15 0.11 -0.252
C 2.821 1.155 -2.735 0.14 0.32 -0.51 -0.172
H 4.586 0.616 0.979 -0.05 0.03 -0.26 0.128
H 5.519 2.144 -1.050 -0.34 -0.25 0.09 0.119
H 3.043 1.234 0.498 0.04 -0.16 0.17 0.086
H 3.453 2.002 -3.052 -0.36 -0.72 0.04 0.031
H 3.853 -0.802 -2.914 -0.48 0.05 0.55 0.114
H 4.115 -1.114 -0.458 0.64 0.34 -0.60 0.119
H 2.293 0.830 -3.655 0.37 0.06 0.47 0.134
H 1.531 0.838 -1.054 -0.03 0.28 -0.37 0.085
H 1.804 2.844 0.150 0.35 0.19 -0.97 0.087
H 0.860 1.882 -2.369 0.66 -0.02 0.54 0.054
H 5.167 2.730 0.550 -0.25 -0.13 -0.46 0.125
H 3.732 4.218 -0.173 -0.01 -0.28 -0.55 0.109
P 4.034 4.146 -2.502 0.29 0.53 0.20 0.950
C 4.730 3.448 -4.036 0.54 -0.37 -0.38 -0.174
C 5.254 5.398 -1.992 -0.15 0.69 -0.35 -0.162
P 1.188 4.363 -1.634 -0.79 -0.46 2.96 0.776
C 2.375 4.676 -3.021 0.27 0.19 -0.71 -0.345
C 1.488 5.882 -0.689 -0.50 0.38 0.02 -0.197
C -0.465 4.430 -2.343 -0.41 1.03 -1.82 -0.266
H 3.959 3.288 -4.804 0.06 -0.02 0.51 0.071
H 5.265 2.499 -3.903 0.00 0.30 0.10 0.075
H 5.423 4.186 -4.458 -0.03 -0.12 0.27 0.067
H 5.642 5.950 -2.853 -0.13 -0.03 0.10 0.062
H 6.116 4.918 -1.511 -0.30 -0.24 -0.09 0.078
H 4.841 6.121 -1.274 -0.03 -0.28 -0.20 0.067
H -0.484 5.241 -3.094 -0.49 -0.02 -0.23 0.053
H -1.207 4.668 -1.566 0.46 -0.19 -0.15 0.056
H -0.746 3.495 -2.877 0.23 0.47 0.39 0.041
H 2.082 4.084 -3.899 0.28 0.12 0.10 0.078
H 2.419 5.733 -3.327 -0.31 -0.27 0.12 0.084
H 0.579 6.133 -0.118 0.47 -0.04 -0.17 0.064
H 1.701 6.701 -1.395 -0.06 0.00 0.24 0.053
H 2.336 5.806 0.004 -0.31 -0.13 -0.16 0.051
C -0.496 -2.224 -3.452 -0.05 0.08 -0.28 -0.162
Si -1.804 -0.859 -3.411 -0.02 0.13 0.78 0.293
C -1.893 0.051 -5.056 -0.05 -0.21 -0.14 -0.177
C -3.477 -1.662 -3.045 0.02 0.09 -0.23 -0.163
O -1.405 0.255 -2.261 -0.31 -0.81 -1.73 -0.564
H -0.703 -2.888 -4.308 0.18 0.11 0.24 0.035
H -0.484 -2.839 -2.541 -0.05 0.21 -0.25 0.019
H 0.508 -1.794 -3.579 -0.17 -0.13 -0.03 0.017
H -2.186 -0.625 -5.875 0.10 0.26 0.17 0.033
H -2.632 0.863 -4.998 0.13 -0.20 -0.01 0.030
H -0.921 0.497 -5.308 -0.15 -0.09 0.01 0.017
H -3.476 -2.312 -2.159 0.06 0.21 -0.23 0.018
H -4.246 -0.891 -2.895 0.12 -0.18 -0.07 0.032
H -3.777 -2.280 -3.908 0.00 0.17 0.24 0.035
```
Forces are in eV/Å.

- The lowest E belongs to which entry?
  C5H9BrO

Copy entry 1 word for word.
The following is a quantum chemistry calculation of a cluster of 2 separate species, C5H9BrO in total, from OMol25.

2S+1: 3
E: -77412.4992 eV
⟨S²⟩: 2.01
relative energy (zero: lowest compared OMol25 entry of this formula, charge and spin): 3.3301 eV
HOMO energy (spin up / spin down): -4.74 / -10.38 eV
max |F|: 6.7 eV/Å
total charge: 0
LUMO level (spin up / spin down): 0.8 / -2.0 eV

XYZ file:
```
16
Properties=species:S:1:pos:R:3:forces:R:3:lowdin_charge:R:1
C -1.161 -0.314 -0.545 3.07 -2.04 1.25 -0.247
C -0.203 0.641 -0.017 -3.93 1.79 -2.24 -0.387
C -0.947 -1.867 -0.376 0.50 2.57 2.22 -0.007
C 0.271 2.055 -0.335 -1.09 -4.67 -2.95 -0.007
C 1.380 -0.105 1.066 3.62 -2.86 4.88 -0.550
O -1.350 0.330 0.701 0.42 1.07 1.29 0.036
Br 2.712 -0.594 -0.217 -0.58 0.63 0.67 0.629
H -1.739 0.132 -1.262 -2.03 0.05 -2.11 0.111
H -1.851 -2.267 -0.660 -2.39 -1.39 0.30 0.039
H -0.525 -2.169 0.652 -1.37 0.77 -1.37 0.107
H -0.304 -2.344 -1.011 2.14 -0.49 -2.13 0.030
H 0.621 2.440 0.510 1.90 2.14 3.13 0.033
H -0.426 2.622 -0.850 -2.10 1.41 -0.34 0.062
H 0.935 1.838 -1.150 1.39 0.35 0.14 0.075
H 1.036 -1.052 1.590 0.12 1.17 -1.05 0.018
H 1.551 0.653 1.902 0.33 -0.51 -1.69 0.058
```
Forces are in eV/Å.

- What is the E in the second record?
  -77099.8485 eV